(1)
Below is one molecule with the formula C4H5NO in a non-equilibrium geometry, with properties calculated with ωB97M-V/def2-TZVPD.

```
11
Properties=species:S:1:pos:R:3:forces:R:3
N -1.56844 1.03009 -2.57686 0.499 -0.547 0.841
C -1.06841 0.42254 -1.72916 -0.437 0.530 -0.704
C -0.43527 -0.35852 -0.66435 0.000 -0.077 -0.016
C 0.27381 0.51280 0.38246 -0.037 -0.003 -0.003
C 0.92216 -0.39151 1.41784 -0.284 -0.351 0.061
O 0.49016 -1.50052 1.62488 0.303 0.322 -0.021
H -1.19240 -0.98074 -0.17976 0.093 0.101 -0.079
H 0.28253 -1.04834 -1.12118 -0.106 0.107 0.030
H 0.97657 1.21335 -0.08245 0.022 -0.222 0.159
H -0.46603 1.12645 0.91567 0.138 -0.032 -0.054
H 1.78532 -0.02559 2.01290 -0.191 0.171 -0.213
```
Forces are in eV/Å.

- Charge: 0
- HOMO-LUMO gap: 0.409 Ha
- Relative energy (zero: lowest compared OMol25 entry of this formula, charge and spin): 15.0 kcal per mole
- SMILES: N#CCCC=O
- Calculated total energy: -7765.8745 eV
- LUMO level: 0.567 eV
- F_max: 1.1 eV Å⁻¹

These are the Mulliken partial charges, in e, on atoms 1 to 2: -0.40, 0.14


(2)
Below is an isolated ion of composition C2H6IN2 and charge +1 in a non-equilibrium geometry, with properties calculated with ωB97M-V/def2-TZVPD.

```
11
Properties=species:S:1:pos:R:3:forces:R:3
H -0.37677 2.61944 1.26479 -0.349 -0.175 -0.087
N 0.01072 1.68212 1.25649 0.476 -0.703 0.067
C -0.44487 0.73460 0.62632 -0.272 -0.232 -0.676
I -2.21594 0.77624 -0.76851 0.240 0.318 0.464
C 0.17958 -0.69279 0.43210 -1.097 2.131 3.133
N 0.51560 -0.74873 -0.97196 0.359 2.596 -0.119
H -0.57704 -1.37829 0.75684 -0.386 -0.627 -0.323
H 1.05393 -0.81767 1.13200 -0.584 0.211 -1.099
H 1.45726 -0.36983 -0.87453 0.281 0.167 -1.478
H -0.17086 -0.12711 -1.61267 1.217 -1.373 1.449
H 0.56838 -1.67798 -1.24085 0.113 -2.314 -1.331
```
Forces are in eV/Å.

- Charge: +1
- HOMO-LUMO gap: 0.376 Ha
- Relative energy (zero: lowest compared OMol25 entry of this formula, charge and spin): 28.6 kcal per mole
- SMILES: [H]/N=C(\I)C[NH3+]
- Calculated total energy: -13244.0108 eV
- LUMO level: -3.886 eV
- F_max: 3.9 eV Å⁻¹

These are the Mulliken partial charges, in e, on atoms 1 to 2: 0.32, -0.45


(3)
Below is C43H45AgNO4Te as an isolated structure, with properties calculated with ωB97M-V/def2-TZVPD.

```
95
Properties=species:S:1:pos:R:3:forces:R:3
Ag -0.77848 0.19546 -0.85378 0.096 0.028 -0.071
C 5.53904 -1.22828 -4.01322 -0.007 0.027 0.024
O 4.72199 -2.35707 -4.21702 -0.118 -0.023 0.036
C 3.51159 -2.37502 -3.56315 0.096 0.008 -0.027
C 2.72484 -3.52125 -3.82260 -0.030 -0.036 -0.009
C 1.50802 -3.61812 -3.20908 0.025 -0.019 -0.021
C 0.99251 -2.63921 -2.33099 0.003 0.037 -0.044
C -0.30172 -2.83794 -1.72692 -0.028 -0.028 0.113
C -1.09364 -4.09958 -2.05601 0.014 0.003 0.025
O -0.84585 -2.05943 -0.93621 -0.112 -0.069 -0.090
C 1.78853 -1.45717 -2.06462 0.004 0.005 0.007
O 1.45153 -0.50779 -1.31728 -0.054 -0.003 -0.040
C 3.07355 -1.39144 -2.72818 0.047 0.016 -0.018
H 6.43709 -1.39012 -4.60757 -0.003 0.006 0.015
H 5.81279 -1.11682 -2.96005 0.004 0.004 -0.009
H 5.04399 -0.31055 -4.34483 -0.001 -0.007 0.010
H 3.10203 -4.28601 -4.48738 -0.007 -0.006 -0.003
H 0.91254 -4.49937 -3.41091 0.001 -0.006 -0.002
H -0.53465 -5.00448 -1.81586 0.013 -0.003 0.011
H -1.34648 -4.13175 -3.11743 -0.004 -0.008 -0.009
H -2.00782 -4.07357 -1.46800 -0.002 0.007 -0.004
H 3.65402 -0.50826 -2.50650 0.023 0.029 -0.011
C -0.06118 2.73284 -2.90172 -0.038 -0.020 -0.009
C -1.03254 3.15218 -1.79992 -0.003 0.130 -0.060
O -1.35064 4.36259 -1.73562 -0.010 0.094 -0.048
N -1.45969 2.20346 -0.98347 0.065 -0.068 0.182
Te -2.56138 3.09728 0.64100 -0.165 -0.056 -0.165
C -4.62847 3.88437 1.31409 0.111 0.001 0.002
C -5.40747 4.61187 0.41441 0.004 -0.013 0.004
C -5.02085 4.83321 -1.02876 0.020 0.056 -0.033
C -6.62630 5.15432 0.83786 0.014 0.006 0.009
C -7.07949 5.00395 2.13535 0.000 0.001 -0.002
C -8.38877 5.59820 2.58374 -0.012 -0.002 -0.003
C -6.28315 4.29226 3.02673 -0.016 -0.031 0.005
C -5.07087 3.73447 2.63812 -0.032 0.017 -0.012
C -4.25450 2.99441 3.66106 0.070 -0.035 0.029
C -3.18219 1.09257 1.00995 0.065 0.014 0.057
C -4.20338 0.55256 0.22075 -0.079 -0.052 -0.040
C -4.89462 1.34071 -0.85793 -0.049 0.049 -0.033
C -4.57816 -0.77393 0.41419 0.022 0.023 -0.014
C -3.96501 -1.57252 1.36764 0.013 -0.003 0.005
C -4.34626 -3.01718 1.54515 -0.009 0.001 0.017
C -2.95187 -1.02499 2.13783 -0.002 0.016 0.018
C -2.52582 0.29218 1.96048 0.013 0.005 0.045
C -1.36390 0.76511 2.79500 -0.054 0.092 0.004
H -0.31322 3.27441 -3.81425 0.005 -0.001 0.002
H -0.07019 1.65867 -3.08236 0.017 0.019 0.006
H 0.94899 3.01905 -2.60465 0.008 0.005 0.021
H -3.97152 4.61981 -1.22749 0.016 -0.007 0.000
H -5.20984 5.87050 -1.31535 -0.023 -0.004 -0.002
H -5.62352 4.19827 -1.68467 0.024 -0.007 -0.008
H -7.22832 5.71336 0.12527 0.003 0.002 -0.002
H -8.89432 6.09882 1.75720 -0.006 0.005 -0.006
H -8.23975 6.33151 3.37986 0.003 0.004 0.005
H -9.05997 4.82920 2.97283 -0.003 -0.004 0.001
H -6.61600 4.16802 4.05424 0.002 0.000 0.004
H -4.75717 2.99228 4.62860 0.014 -0.001 0.032
H -3.27153 3.45540 3.78530 0.012 -0.017 -0.012
H -4.08074 1.96014 3.36204 -0.015 -0.008 -0.004
H -4.17428 1.89957 -1.45862 0.017 -0.024 -0.006
H -5.60178 2.06028 -0.43616 0.028 -0.044 -0.006
H -5.44162 0.66790 -1.52020 -0.028 -0.003 -0.002
H -5.36105 -1.19398 -0.21124 0.000 0.002 -0.009
H -5.22420 -3.27287 0.94913 -0.006 -0.001 0.001
H -4.55830 -3.24031 2.59253 0.000 -0.004 -0.003
H -3.52302 -3.66656 1.23977 0.008 0.000 -0.008
H -2.44048 -1.63180 2.87475 0.007 -0.010 0.021
H -1.62420 0.66105 3.85094 0.032 -0.042 -0.020
H -1.19312 1.82744 2.61566 -0.039 -0.025 0.058
H 0.00488 -0.06158 1.39755 0.077 -0.077 0.198
C -0.96684 -2.98886 6.86805 -0.017 0.014 0.041
C -0.91026 -1.61343 6.65214 -0.013 -0.020 0.091
C -0.57830 -1.06273 5.43024 0.046 0.063 -0.034
C -0.26876 -1.87289 4.27689 -0.018 0.015 -0.061
C -0.32673 -3.29219 4.54632 0.007 -0.045 -0.020
C -0.65678 -3.81012 5.77115 0.004 -0.046 0.000
C 0.03897 -1.41294 3.01008 0.038 0.010 0.009
C -0.03164 -0.00092 2.50064 -0.061 0.028 -0.140
C 1.13560 0.91324 2.85978 0.026 0.009 0.048
C 1.98060 0.65417 3.93442 -0.029 -0.016 -0.057
C 3.02313 1.51945 4.24077 0.030 -0.009 0.028
C 3.25248 2.64773 3.46648 0.031 0.017 0.009
C 2.42988 2.90332 2.37719 -0.007 0.023 -0.019
C 1.38190 2.04552 2.08314 -0.021 0.012 0.011
H -1.23125 -3.40444 7.83238 -0.002 0.002 0.008
H -1.12203 -0.93579 7.47653 -0.005 -0.010 0.000
H -0.49905 0.01431 5.36336 0.009 0.029 -0.005
H -0.09964 -3.96590 3.72517 0.003 -0.011 -0.006
H -0.67992 -4.89154 5.88914 -0.003 0.010 -0.002
H 0.27683 -2.15895 2.25934 -0.033 -0.024 -0.010
H 1.82011 -0.24700 4.51160 -0.030 -0.018 0.021
H 3.66699 1.30327 5.08662 -0.002 0.001 -0.003
H 4.07327 3.31604 3.70073 0.007 0.009 0.004
H 2.60802 3.76829 1.74937 0.003 0.015 -0.009
H 0.74864 2.24416 1.22245 0.002 0.000 -0.007
```
Forces are in eV/Å.

- Charge: -2
- HOMO-LUMO gap (alpha / beta): 0.148 / 0.148 Ha
- Relative energy (zero: lowest compared OMol25 entry of this formula, charge and spin): 2.0 kcal per mole
- Calculated total energy: -66292.9901 eV
- Spin multiplicity: 2
- LUMO level (alpha / beta): 3.961 / 3.956 eV
- F_max: 0.2 eV Å⁻¹

These are the Mulliken partial charges, in e, on atoms 1 to 2: 1.07, -0.81


(4)
Below is C4H6O2 as an isolated structure, with properties calculated with ωB97M-V/def2-TZVPD.

```
12
Properties=species:S:1:pos:R:3:forces:R:3
C -0.91714 -1.02634 -0.29243 -0.042 0.055 0.016
C 0.00516 0.12534 -0.00170 -0.092 -0.094 -0.174
C -0.25060 1.49725 -0.52452 0.302 -0.103 -0.111
O -0.30171 0.93760 1.17920 -0.099 0.161 0.028
C 1.46072 -0.24002 0.12084 0.200 -0.239 -0.225
O 1.94586 -1.21004 -0.40774 -0.209 0.434 0.249
H -0.83467 -1.80475 0.47292 0.006 0.133 -0.087
H -1.95244 -0.68385 -0.36951 0.146 0.007 0.009
H -0.62381 -1.46746 -1.24957 -0.036 0.068 0.127
H 0.70822 2.04714 -0.49712 -0.093 -0.083 -0.048
H -1.22142 1.25041 1.07306 -0.032 -0.239 0.221
H 2.07042 0.50996 0.66772 -0.052 -0.099 -0.006
```
Forces are in eV/Å.

- Charge: 0
- HOMO-LUMO gap: 0.353 Ha
- Relative energy (zero: lowest compared OMol25 entry of this formula, charge and spin): 107.7 kcal per mole
- Calculated total energy: -8335.7929 eV
- LUMO level: 0.463 eV
- F_max: 0.5 eV Å⁻¹

These are the Mulliken partial charges, in e, on atoms 1 to 2: -1.48, 1.13


(5)
Below is an isolated ion of composition C2H6N3S and charge +1 in a non-equilibrium geometry, with properties calculated with ωB97M-V/def2-TZVPD.

```
12
Properties=species:S:1:pos:R:3:forces:R:3
C -1.22536 -0.02552 -0.29755 -0.356 -1.036 2.008
C -0.62612 1.21606 0.36333 1.532 -2.769 1.225
N 2.21754 -1.22031 -0.03450 0.119 -1.020 -0.113
N -0.51406 -1.20262 0.17465 2.291 1.067 -0.434
N 1.38814 -0.35897 -0.01054 -2.504 -4.791 0.535
S 1.18132 1.16887 -0.05231 -0.669 4.457 0.172
H -2.24722 -0.02480 0.18361 0.677 -0.429 -0.510
H -1.28557 -0.02044 -1.33754 -0.253 0.579 -1.763
H -1.01217 2.12537 0.15087 -1.137 2.895 -2.132
H -0.82715 1.28982 1.43479 0.756 -1.029 0.309
H 3.21142 -0.99824 -0.03006 0.289 0.690 0.020
H -0.26077 -1.94923 -0.54477 -0.745 1.387 0.683
```
Forces are in eV/Å.

- Charge: +1
- HOMO-LUMO gap (alpha / beta): 0.320 / 0.320 Ha
- Relative energy (zero: lowest compared OMol25 entry of this formula, charge and spin): 127.8 kcal per mole
- Calculated total energy: -17464.5968 eV
- LUMO level (alpha / beta): -6.286 / -6.289 eV
- F_max: 5.4 eV Å⁻¹

These are the Mulliken partial charges, in e, on atoms 1 to 2: -0.26, -0.67


(6)
Below is C26H26N6OPtSSb as an isolated structure in a non-equilibrium geometry, with properties calculated with ωB97M-V/def2-TZVPD.

```
62
Properties=species:S:1:pos:R:3:forces:R:3
Pt 0.04444 -0.46671 -0.17340 1.365 -3.045 -1.017
C -1.51375 1.06787 -2.75997 -0.056 -0.105 0.107
C -2.31615 -0.05267 -2.17139 0.093 -0.133 -0.056
C -3.68864 -0.12714 -2.38576 0.050 -0.029 -0.203
C -4.40398 -1.20359 -1.90626 -0.104 -0.022 0.038
C -3.72562 -2.23968 -1.27328 0.040 0.067 -0.041
C -2.36016 -2.12338 -1.09022 0.131 -0.059 -0.086
N -1.68034 -1.02557 -1.48641 -0.588 0.968 0.753
Sb -1.25338 -3.82869 -0.45350 -0.118 -0.191 -0.324
C -0.39001 -1.68833 1.69299 0.241 0.206 -0.738
C -0.52846 -2.79877 2.50807 0.104 -0.286 -0.026
C -0.49360 -2.51071 3.87613 -0.006 0.109 -0.210
C -0.32929 -1.21360 4.34130 0.047 -0.027 -0.041
C -0.18584 -0.17621 3.42603 -0.080 0.119 0.167
C 0.00308 1.26505 3.76876 -0.092 -0.025 -0.033
N -0.23129 -0.53813 2.14139 -0.550 1.321 0.947
C 0.58764 -3.15651 -1.32577 -0.284 0.298 0.048
C 1.39335 -4.16044 -1.82530 -0.029 0.100 -0.034
C 2.50953 -3.83018 -2.57989 0.128 -0.164 -0.041
C 2.75332 -2.50671 -2.85112 -0.085 0.071 -0.092
C 1.94037 -1.50771 -2.32140 -0.217 -0.151 0.173
C 2.23636 -0.09217 -2.68605 -0.026 -0.080 -0.051
N 0.88999 -1.84121 -1.52520 0.679 0.202 0.311
H -1.97645 2.03299 -2.55842 0.008 -0.008 0.024
H -1.48174 0.94173 -3.84461 0.006 -0.009 0.008
H -0.49384 1.06726 -2.38336 -0.030 0.090 -0.053
H -4.17686 0.66352 -2.94064 0.006 -0.008 0.033
H -5.47665 -1.25464 -2.04630 0.025 0.000 0.010
H -4.25113 -3.11952 -0.92457 0.004 -0.017 -0.072
H -0.64991 -3.80314 2.14969 0.042 -0.088 0.126
H -0.59130 -3.33135 4.57487 -0.025 0.000 0.002
H -0.30183 -1.00446 5.40253 0.030 -0.008 -0.012
H 0.65631 1.38705 4.63122 -0.007 -0.039 -0.007
H -0.95955 1.72122 4.01269 0.017 -0.009 -0.012
H 0.42175 1.79562 2.91488 0.016 0.014 0.017
H 1.14463 -5.19560 -1.62951 -0.020 0.006 -0.040
H 3.16285 -4.60069 -2.96933 -0.017 0.006 0.022
H 3.58418 -2.21052 -3.47755 -0.019 0.008 0.018
H 2.03982 0.04660 -3.75215 0.027 -0.044 0.003
H 3.29018 0.13042 -2.51654 -0.001 -0.030 0.008
H 1.63356 0.60834 -2.13083 -0.041 0.157 0.020
O 0.89311 1.76487 -0.65805 0.309 -0.106 0.014
N 2.01913 2.07826 0.00025 0.078 -0.095 0.011
C 2.43903 3.36155 -0.07560 -0.054 0.110 -0.154
C 3.56173 3.78869 0.57624 0.034 0.073 0.024
C 4.27821 2.87884 1.34721 0.052 -0.082 -0.017
C 3.85719 1.56966 1.39333 0.134 -0.026 0.066
C 2.71929 1.15717 0.70077 -0.207 0.027 -0.024
S 2.24391 -0.51556 0.71806 -0.452 0.535 -0.154
H 1.82938 4.00204 -0.69549 -0.039 -0.054 0.002
H 3.87288 4.81813 0.47607 -0.051 0.007 0.033
H 5.15447 3.19231 1.89818 0.010 -0.029 -0.037
H 4.40385 0.82574 1.95768 -0.043 0.028 0.027
N -1.43074 2.48881 0.19556 -0.269 0.197 0.231
C -2.44104 3.21131 0.70536 0.001 0.008 -0.002
C -3.34868 2.32073 1.23595 -0.111 -0.026 0.010
C -2.78955 1.06141 0.99647 0.022 -0.058 -0.061
N -1.62312 1.17151 0.36170 -0.132 0.509 0.493
H -0.54549 2.77911 -0.20734 -0.064 -0.151 -0.052
H -2.45173 4.28833 0.65585 0.027 -0.040 -0.008
H -4.28361 2.54840 1.71916 0.034 -0.007 -0.027
H -3.18982 0.08904 1.24682 0.062 0.016 -0.022
```
Forces are in eV/Å.

- Charge: +2
- HOMO-LUMO gap (alpha / beta): 0.221 / 0.248 Ha
- Relative energy (zero: lowest compared OMol25 entry of this formula, charge and spin): 67.9 kcal per mole
- Calculated total energy: -58972.9891 eV
- Spin multiplicity: 2
- LUMO level (alpha / beta): -6.955 / -7.139 eV
- F_max: 3.5 eV Å⁻¹

These are the Mulliken partial charges, in e, on atoms 1 to 2: 2.74, -0.94


> Which formula does entry 3 have?

C43H45AgNO4Te